27
Properties=species:S:1:pos:R:3:forces:R:3 method="wB97M-V/def2-TZVPD" homo_ev="-7.27 / -7.27" gap_ha="0.265 / 0.265" e_above_lowest_kj_mol=233.8
C -2.40139 -1.52010 -1.24778 -2.2 -2.9 2.0
C -2.36976 -0.85603 0.16012 -0.6 -1.9 0.4
N -1.04516 -0.36478 0.56591 -0.9 0.3 -0.4
C -0.78176 0.90703 0.46828 -0.2 -1.1 -0.8
C 0.47115 1.47402 0.25718 1.4 2.0 1.8
C 0.46638 2.99198 0.53781 1.9 -1.2 4.0
C 1.57510 0.83467 -0.25219 -0.1 1.8 -0.3
C 1.52201 -0.53670 -0.49580 2.5 -0.9 0.1
C 2.41211 -1.01646 -1.59183 -0.9 1.3 -4.1
P 0.92201 -1.80946 0.46780 -1.0 1.0 0.2
C 1.05158 -1.27699 2.22150 -1.5 0.0 1.8
H -3.42943 -2.12844 -1.40073 1.9 1.7 0.5
H -2.36648 -0.79403 -2.00282 0.6 0.7 -1.2
H -1.70466 -2.35930 -1.24160 0.5 0.5 -0.7
H -3.24401 -0.22397 0.10186 0.2 1.4 0.5
H -2.64629 -1.60611 0.94084 0.2 0.2 -0.7
H -1.48291 1.72993 0.34374 -1.2 -0.7 0.0
H 0.51368 3.46871 -0.33622 -0.2 2.3 -3.6
H 1.43222 3.36858 1.07191 -1.5 -1.0 -0.6
H -0.37416 3.37805 1.16603 0.5 -0.6 -0.6
H 2.41504 1.54671 -0.65489 -1.4 -1.7 0.6
H 2.55652 -2.04754 -1.68087 -0.4 -2.0 0.2
H 3.46063 -0.71986 -1.63744 -0.1 0.9 0.5
H 1.95850 -0.71582 -2.68509 1.1 -0.5 2.4
H 0.90704 -0.16708 2.29194 1.0 -0.9 0.1
H 1.94297 -1.77508 2.70464 -0.5 1.1 -0.7
H 0.20683 -1.63696 2.92356 0.9 0.1 -1.5

=====

26
Properties=species:S:1:pos:R:3:forces:R:3 method="wB97M-V/def2-TZVPD" homo_ev=-7.51 gap_ha=0.305 e_above_lowest_kj_mol=214.9
C 1.03883 0.65506 -0.24428 0.0 -0.7 0.2
C 1.34368 0.78233 -1.72757 -0.1 -0.1 0.1
C 2.04304 1.36282 0.63433 -0.1 0.0 0.0
C -0.58640 1.00144 1.63939 0.0 -0.1 -0.1
C -2.14869 -1.19098 0.75660 0.0 0.0 0.0
C -1.26613 -1.09210 -1.60713 0.2 -0.1 0.0
C -0.29419 0.43843 0.27265 -0.1 -0.6 0.2
C -1.08182 -0.66104 -0.16991 0.0 0.3 -0.1
C 0.80493 -1.10196 0.34584 0.6 1.1 -0.2
O 1.11603 -1.47755 1.46173 -0.3 0.1 0.0
H 1.01527 -1.58658 -0.60647 -0.4 0.0 -0.1
H 1.83766 2.43396 0.72540 0.0 0.0 0.0
H 1.97042 -0.03603 -2.09599 0.0 0.0 0.0
H 0.44627 0.82856 -2.33942 0.0 0.0 0.0
H 1.89778 1.70918 -1.89741 0.0 0.0 0.0
H 3.03762 1.25710 0.19770 0.0 0.0 0.0
H 2.07385 0.92929 1.63423 0.0 0.0 0.0
H -0.11849 0.37519 2.40659 0.0 -0.1 0.0
H -1.65532 1.03259 1.83610 0.0 0.0 0.0
H -0.18999 2.01074 1.73472 0.1 0.0 0.0
H -0.37523 -0.98562 -2.21914 0.0 0.1 0.0
H -2.97594 -0.48750 0.89412 0.0 0.0 0.0
H -2.58174 -2.10447 0.35026 0.1 0.0 0.0
H -1.72989 -1.42505 1.73842 0.0 0.0 0.0
H -2.07313 -0.52171 -2.07852 0.0 0.0 0.0
H -1.54839 -2.14611 -1.64223 0.0 0.0 0.0

=====

27
Properties=species:S:1:pos:R:3:forces:R:3 method="wB97M-V/def2-TZVPD" homo_ev="-7.33 / -7.34" gap_ha="0.276 / 0.276" e_above_lowest_kj_mol=89.0
C 1.57269 -1.28872 -0.16919 0.2 -0.3 0.0
C 0.51699 -0.51745 0.00580 -2.5 0.9 -1.4
C 3.00553 0.22901 1.10725 0.3 0.0 0.0
C 1.76817 1.12886 1.29327 -0.1 0.2 0.0
C 1.28436 -1.03091 2.14573 -0.1 -0.1 0.1
C 2.40083 -1.19139 1.10719 0.1 -0.2 0.0
C 0.60801 0.11008 1.37257 -0.1 0.1 0.2
C -2.81148 1.75810 -0.84391 0.3 -0.5 -0.3
C -3.01102 -1.27838 -1.91611 0.3 0.6 0.2
O -1.51216 0.68837 -3.25589 -0.2 -0.3 -0.1
Si -2.00350 0.30641 -1.75006 1.0 -0.8 1.3
H 1.87859 -1.84955 -1.03217 0.0 -0.1 -0.3
H 3.53350 0.43551 0.17646 0.1 0.0 0.0
H 3.70931 0.34735 1.93273 0.0 0.0 0.0
H 1.83105 1.70004 2.22016 0.0 0.1 0.0
H 1.63324 1.82731 0.46824 0.0 0.0 0.0
H 0.65148 -1.91472 2.22420 0.0 0.0 0.0
H 1.63968 -0.74080 3.13553 0.1 0.1 0.1
H 3.12312 -1.99055 1.26864 0.0 0.0 0.0
H -0.31381 0.51554 1.78361 0.0 0.0 0.0
H -3.69715 2.09036 -1.38520 -0.1 -0.1 -0.2
H -3.11999 1.47488 0.15556 0.0 -0.1 0.2
H -2.13964 2.60633 -0.75596 0.2 0.0 0.0
H -3.89750 -1.11420 -2.52596 -0.1 0.2 -0.1
H -2.42078 -2.05558 -2.38949 0.2 0.0 -0.1
H -3.32989 -1.64134 -0.94495 0.0 0.0 0.2
H -0.89963 1.39539 -3.42806 0.3 0.3 0.0

=====

51
Properties=species:S:1:pos:R:3:forces:R:3 method="wB97M-V/def2-TZVPD" homo_ev=-10.76 total_charge=+1 gap_ha=0.075
C -4.79514 -1.64010 2.41400 -0.3 0.2 -1.0
C -4.54787 -1.40909 0.92629 -0.3 0.7 0.9
F -5.07207 -2.46811 0.24318 0.2 -0.3 -0.2
C -3.10437 -1.08624 0.43427 -1.0 -0.8 -1.1
O -3.01851 -1.70163 -0.89693 0.3 0.0 0.1
S -2.28406 -3.11031 -0.80611 -0.3 -1.1 -1.1
O -0.99537 -2.98989 -1.43015 0.4 0.6 0.6
O -3.11430 -4.17125 -1.22335 0.0 0.3 0.4
O -2.07730 -3.11783 0.78264 -0.3 0.1 -0.1
C -1.89805 -1.72074 1.07916 0.8 0.3 0.5
C -1.40533 -1.44932 2.48720 -0.1 -0.6 -0.2
C -0.04264 -0.75995 2.48291 -0.2 0.4 0.6
C -0.02819 0.76139 2.40665 0.9 -0.1 -1.0
C -0.90950 1.38287 1.32941 0.4 0.1 0.2
N -0.54251 2.79848 1.09031 -0.2 -0.9 0.6
H -4.60194 -0.73746 2.98616 0.2 0.0 0.0
H -5.86002 -1.84268 2.51482 0.0 -0.1 0.1
H -4.25593 -2.50954 2.79538 0.1 0.0 -0.1
H -5.14700 -0.53148 0.67179 -0.1 0.0 -0.3
H -3.05319 -0.02511 0.21422 0.4 0.1 0.4
H -1.03639 -1.45746 0.44776 -0.4 0.5 -0.3
H -2.14510 -0.92420 3.08249 0.1 0.1 0.1
H -1.27701 -2.42190 2.96062 -0.2 0.0 0.1
H 0.60219 -1.19247 1.68685 -0.1 0.1 0.6
H 0.44839 -1.00326 3.42332 0.3 -0.2 -0.1
H 1.04925 1.09422 2.16543 -1.3 -0.6 0.4
H -0.25948 1.21672 3.36404 0.0 -0.2 0.2
H -0.80468 0.82222 0.39710 -0.2 0.2 -0.2
H -1.93459 1.31901 1.69378 -0.2 -0.3 -0.2
H -0.10639 3.15887 1.94549 0.2 0.3 -0.1
H -1.40554 3.32896 0.90177 1.1 0.0 -0.8
Li 0.82835 -1.63489 0.02375 0.3 -0.4 -1.2
Cl 1.92136 2.67047 2.86541 0.7 1.0 0.2
C 3.08632 -0.54691 -3.18905 0.5 -0.4 -0.1
Cl 1.64983 -0.26590 -2.14938 -0.4 0.1 0.3
Cl 4.47648 0.29163 -2.55282 -0.1 0.1 0.0
Cl 3.39149 -2.27047 -3.33738 -0.1 0.0 0.0
H 2.85623 -0.15468 -4.17198 -0.2 0.1 0.1
Mg -2.94490 4.09528 1.36225 -1.1 0.7 0.5
B 3.89192 1.63556 -6.51373 -1.3 -0.4 -0.3
F 4.06642 1.59592 -7.88915 0.5 0.1 -0.1
F 2.87262 2.45630 -6.14370 0.2 0.2 0.2
F 3.80220 0.39093 -5.94994 0.3 0.0 0.1
F 5.19286 2.27016 -6.02075 0.4 0.1 0.3
O 5.03679 3.51776 1.30455 -0.3 0.1 -0.3
S 5.16099 2.18596 0.71068 0.1 -0.2 0.0
O 5.84000 2.28132 -0.57725 0.3 0.3 0.2
O 3.81611 1.63136 0.54057 0.0 -0.1 0.4
O 5.93270 1.30587 1.58506 -0.1 -0.3 -0.2
Al 6.39153 2.85250 -7.30853 -0.1 -0.1 -0.2
Cl -3.64668 -1.92087 4.84088 0.3 0.0 1.0